Here is 8 unconnected molecules or ions with the total composition C31H67N2O14S7 at a distorted geometry from the Open Molecules 2025 dataset. Energies are from ωB97M-V/def2-TZVPD.

The value obtained for the molar mass is 916.35 g/mol. The calculation puts the energy above the lowest of the compared OMol25 structures with the same formula, charge and spin at 0.632 eV. The calculation puts the calculated total energy at -140716.893 eV. The net charge is +1. Its HOMO energy is -11.23 eV.

Element x y z (Å)
C (-7.03, 1.75, 2.73)
C (-5.87, 0.73, 2.68)
N (-5.19, 0.66, 1.37)
N (-6.12, 0.35, 0.31)
C (-6.47, 1.56, -0.52)
H (-6.66, 2.70, 2.33)
H (-7.31, 1.85, 3.78)
H (-7.93, 1.44, 2.18)
H (-6.23, -0.25, 3.04)
H (-5.12, 1.06, 3.40)
H (-4.59, -0.16, 1.43)
H (-6.96, -0.12, 0.66)
H (-5.63, -0.26, -0.34)
H (-6.59, 1.22, -1.55)
H (-7.43, 1.98, -0.20)
H (-5.64, 2.28, -0.42)
C (-1.26, 2.05, 1.61)
C (0.24, 1.74, 1.70)
C (0.38, 0.22, 1.81)
S (-1.04, -0.48, 0.98)
O (-1.86, -1.17, 1.96)
O (-0.62, -1.12, -0.24)
C (-1.82, 1.07, 0.59)
H (-1.45, 3.08, 1.32)
H (-1.73, 1.88, 2.58)
H (0.74, 2.09, 0.80)
H (0.70, 2.24, 2.55)
H (1.29, -0.14, 1.33)
H (0.37, -0.11, 2.85)
H (-2.90, 0.96, 0.64)
H (-1.52, 1.35, -0.43)
C (3.50, -3.51, -1.21)
C (4.93, -3.74, -0.73)
C (5.44, -2.43, -0.14)
S (3.99, -1.57, 0.47)
O (3.80, -0.36, -0.31)
O (4.01, -1.53, 1.91)
C (2.80, -2.78, -0.08)
H (2.99, -4.45, -1.45)
H (3.50, -2.89, -2.11)
H (4.94, -4.52, 0.04)
H (5.58, -4.08, -1.54)
H (6.13, -2.59, 0.69)
H (5.91, -1.80, -0.89)
H (1.88, -2.28, -0.38)
H (2.60, -3.44, 0.76)
C (-5.86, 6.30, -2.62)
C (-4.43, 6.61, -3.08)
C (-3.50, 6.30, -1.90)
S (-4.31, 5.02, -0.94)
O (-4.65, 5.57, 0.35)
O (-3.58, 3.78, -1.07)
C (-5.79, 4.94, -1.93)
H (-6.56, 6.29, -3.46)
H (-6.20, 7.06, -1.91)
H (-4.18, 5.97, -3.93)
H (-4.33, 7.64, -3.40)
H (-2.53, 5.94, -2.24)
H (-3.36, 7.17, -1.26)
H (-6.65, 4.74, -1.29)
H (-5.66, 4.14, -2.66)
C (0.96, -3.07, 4.98)
C (0.76, -4.43, 5.65)
C (1.45, -5.48, 4.76)
S (2.77, -4.62, 3.92)
O (2.48, -4.60, 2.50)
O (4.04, -5.09, 4.42)
C (2.43, -3.01, 4.59)
H (0.69, -2.25, 5.65)
H (0.33, -3.00, 4.09)
H (1.23, -4.43, 6.64)
H (-0.29, -4.67, 5.79)
H (1.86, -6.30, 5.34)
H (0.77, -5.87, 4.01)
H (2.65, -2.25, 3.84)
H (3.07, -2.87, 5.46)
C (9.51, -0.07, -4.25)
C (8.19, 0.54, -3.78)
C (7.20, -0.61, -3.56)
S (8.19, -2.04, -3.15)
O (8.05, -3.03, -4.20)
O (7.98, -2.39, -1.76)
C (9.78, -1.25, -3.32)
H (10.33, 0.65, -4.23)
H (9.41, -0.43, -5.28)
H (8.35, 1.06, -2.85)
H (7.80, 1.26, -4.50)
H (6.51, -0.41, -2.75)
H (6.65, -0.84, -4.47)
H (10.51, -1.96, -3.71)
H (10.09, -0.90, -2.33)
C (4.50, 4.57, -1.04)
C (4.32, 3.19, -0.39)
C (5.03, 2.17, -1.28)
S (6.36, 3.07, -2.10)
O (6.09, 3.10, -3.52)
O (7.63, 2.63, -1.57)
C (5.97, 4.67, -1.41)
H (4.20, 5.38, -0.36)
H (3.88, 4.64, -1.94)
H (4.77, 3.19, 0.60)
H (3.26, 2.93, -0.28)
H (5.45, 1.36, -0.71)
H (4.37, 1.78, -2.05)
H (6.19, 5.44, -2.14)
H (6.59, 4.80, -0.52)
C (-6.93, -4.36, 0.82)
C (-7.05, -4.96, -0.59)
C (-8.14, -4.18, -1.33)
S (-8.16, -2.53, -0.62)
O (-9.41, -2.33, 0.05)
O (-7.64, -1.57, -1.58)
C (-6.90, -2.85, 0.61)
H (-6.04, -4.71, 1.34)
H (-7.80, -4.63, 1.41)
H (-6.09, -4.85, -1.11)
H (-7.28, -6.02, -0.55)
H (-7.93, -4.11, -2.39)
H (-9.12, -4.62, -1.17)
H (-7.12, -2.29, 1.52)
H (-5.94, -2.53, 0.20)

Here is a molecular structure, C23H34BrN6O2PSiTi at a distorted geometry from the Open Molecules 2025 dataset. Energies are from ωB97M-V/def2-TZVPD.

The value obtained for the molar mass is 613.40 g/mol. The calculation puts the energy above the lowest of the compared OMol25 structures with the same formula, charge and spin at 0.000 eV. The calculation puts the calculated total energy at -147730.698 eV. The net charge is +4. Its HOMO energy is -18.70 eV.

Element x y z (Å)
Ti (0.30, -0.11, -0.12)
Br (3.33, 0.80, 6.72)
C (2.41, 0.97, 5.10)
C (3.05, 0.70, 3.89)
C (2.36, 0.82, 2.69)
C (1.03, 1.21, 2.70)
C (0.38, 1.49, 3.90)
C (1.07, 1.37, 5.10)
N (0.35, 1.35, 1.45)
C (-0.46, 2.33, 1.27)
C (-1.06, 2.51, -0.05)
C (-1.94, 3.54, -0.32)
C (-2.34, 3.72, -1.65)
C (-1.84, 2.86, -2.62)
C (-1.00, 1.82, -2.25)
N (-0.60, 1.64, -0.98)
H (4.10, 0.42, 3.89)
H (2.89, 0.64, 1.76)
H (-0.66, 1.81, 3.93)
H (0.58, 1.61, 6.04)
H (-0.65, 3.08, 2.04)
H (-2.28, 4.20, 0.46)
H (-3.01, 4.53, -1.92)
H (-2.10, 2.99, -3.66)
H (-0.62, 1.12, -2.98)
C (3.65, 0.14, -1.82)
C (2.52, -0.65, -2.38)
C (2.54, -1.34, -3.57)
C (1.42, -2.05, -3.99)
C (0.25, -2.07, -3.25)
C (0.24, -1.36, -2.06)
N (1.37, -0.69, -1.65)
N (-0.82, -1.16, -1.15)
Si (-2.63, -1.43, -1.35)
C (-2.89, -3.25, -1.08)
C (-3.11, -0.82, -3.04)
C (-3.31, -0.39, 0.04)
H (4.48, 0.17, -2.53)
H (4.01, -0.31, -0.90)
H (3.34, 1.17, -1.61)
H (3.44, -1.33, -4.17)
H (1.46, -2.59, -4.93)
H (-0.63, -2.61, -3.58)
H (-2.18, -3.88, -1.63)
H (-3.88, -3.54, -1.44)
H (-2.85, -3.50, -0.02)
H (-2.35, -0.94, -3.81)
H (-3.40, 0.23, -3.01)
H (-3.98, -1.38, -3.38)
H (-2.60, -0.26, 0.87)
H (-4.18, -0.87, 0.48)
H (-3.63, 0.60, -0.31)
N (-0.43, -2.10, 4.89)
C (0.70, -1.99, 3.90)
P (0.10, -2.46, 2.22)
O (-1.37, -2.55, 2.24)
O (0.78, -1.48, 1.23)
C (0.75, -4.16, 1.92)
N (-0.19, -4.90, 1.01)
H (-1.34, -2.14, 4.38)
H (-0.44, -1.30, 5.53)
H (-0.37, -2.95, 5.47)
H (1.54, -2.59, 4.26)
H (1.03, -0.95, 3.88)
H (0.74, -4.70, 2.87)
H (1.76, -4.21, 1.52)
H (0.02, -4.75, 0.02)
H (-1.16, -4.59, 1.19)
H (-0.14, -5.91, 1.17)

Here is 3 unconnected molecules or ions with the total composition C4H6O3S2 at a distorted geometry from the Open Molecules 2025 dataset. Energies are from ωB97M-V/def2-TZVPD.

The value obtained for the molar mass is 166.22 g/mol. The calculation puts the energy above the lowest of the compared OMol25 structures with the same formula, charge and spin at 4.970 eV. The calculation puts the calculated total energy at -32050.992 eV. Its HOMO energy is -9.29 eV.

Element x y z (Å)
C (-2.42, 2.13, 0.45)
C (-1.93, 1.11, 0.07)
C (1.74, 0.22, 2.62)
C (-0.32, -0.46, -2.52)
O (3.36, -1.02, 1.12)
O (0.39, -1.11, 0.01)
O (-1.76, -2.00, -0.86)
S (2.13, -1.18, 1.89)
S (-0.79, -0.95, -0.81)
H (-2.88, 3.01, 0.80)
H (2.32, 1.12, 2.52)
H (0.85, 0.25, 3.21)
H (0.33, 0.41, -2.46)
H (0.21, -1.30, -2.96)
H (-1.22, -0.24, -3.08)